A gas-phase ion, C8H13N2 (charge +1) at a distorted geometry, computed with ωB97M-V/def2-TZVPD.

Output
2S+1: 3
Highest occupied orbital energy (alpha / beta) (eV): -11.2 / -14.2
Total charge: +1
E_LUMO (alpha / beta) (eV): -3.555 / -8.224

Last column: Mulliken charge in e.
Element x y z (Å)
C: 2.86 0.17 0.27  -0.79
C: -0.17 -2.08 -0.46  -0.95
C: -1.26 -1.06 -0.90  -1.04
C: -0.50 -0.39 1.23  -0.90
C: 0.60 -1.32 0.62  0.02
C: -0.95 0.24 -0.13  -0.04
C: 1.64 -0.44 0.14  1.01
C: 0.40 2.28 -0.14  -0.89
N: 2.75 -0.65 -0.71  -0.53
N: 0.22 0.95 -0.69  -0.11
H: 3.38 0.82 0.90  0.42
H: -0.56 -3.01 -0.17  0.40
H: 0.43 -2.32 -1.25  0.49
H: -1.27 -1.15 -2.01  0.35
H: -2.22 -1.29 -0.64  0.43
H: -1.32 -1.05 1.48  0.38
H: -0.21 0.16 2.03  0.39
H: 0.90 -1.97 1.37  0.72
H: -1.83 0.98 -0.02  0.35
H: 1.50 2.54 -0.37  0.34
H: -0.30 3.02 -0.36  0.39
H: 0.03 2.27 0.98  0.25
H: 0.22 1.00 -1.73  0.31

=====

C8H13N2O4P in the gas phase at a distorted geometry, computed with ωB97M-V/def2-TZVPD.

Output
SMILES: C[C@H]1[NH2+][P@](=O)([O-])C(=C=O)CCC/N=C\1O
Highest occupied orbital energy (eV): -9.3
E_LUMO (eV): 0.386

Last column: Mulliken charge in e.
Element x y z (Å)
C: -1.83 2.57 0.05  -1.22
C: -1.00 1.24 0.02  0.16
N: 0.41 1.56 -0.07  -0.41
P: 2.11 0.59 -0.69  0.82
O: 3.13 1.35 0.04  -0.73
O: 1.87 0.61 -2.13  -0.73
C: 1.94 -1.04 -0.01  0.01
C: 2.43 -1.16 1.18  0.61
O: 2.76 -1.49 2.25  -0.44
C: 1.20 -2.09 -0.78  -0.62
C: -0.20 -1.51 -1.16  -0.35
C: -1.28 -1.75 -0.06  -0.77
N: -1.21 -1.01 1.17  -0.64
C: -1.09 0.25 1.20  0.41
O: -0.98 0.81 2.42  -0.52
H: -1.38 2.94 -0.85  0.43
H: -2.85 2.13 0.00  0.34
H: -1.69 3.13 1.05  0.28
H: -1.34 0.84 -1.04  0.28
H: 0.52 2.40 -0.67  0.39
H: 0.91 1.73 0.88  0.46
H: 0.92 -3.07 -0.22  0.31
H: 1.87 -2.18 -1.73  0.30
H: -0.18 -0.41 -1.42  0.24
H: -0.61 -2.05 -2.16  0.28
H: -2.25 -1.57 -0.54  0.35
H: -1.34 -2.86 0.26  0.38
H: -0.85 0.03 3.01  0.40

=====

A gas-phase ion, C8H13N2O5 (charge +1) at a distorted geometry, computed with ωB97M-V/def2-TZVPD.

Output
Highest occupied orbital energy (eV): -13.6
Total charge: +1
E_LUMO (eV): -5.504

Last column: Mulliken charge in e.
Element x y z (Å)
C: -1.15 -1.06 -2.92  0.79
C: 0.18 1.00 0.84  -0.50
C: -0.63 0.38 -0.27  0.20
C: 0.47 0.20 2.05  -0.18
C: 2.38 -0.80 0.76  -0.13
C: 0.29 -0.64 -1.02  -0.17
C: -1.05 -1.67 -4.25  -1.50
C: 0.58 0.98 3.41  -0.79
N: 2.76 0.18 1.46  -0.37
N: 0.06 -1.28 -2.12  0.04
O: -1.99 -0.34 -2.45  -0.42
O: 1.19 1.83 0.34  -0.58
O: -1.78 -0.42 0.32  -0.55
O: 0.07 2.28 3.34  -0.55
O: 1.67 -0.57 2.09  -0.03
H: -0.52 1.72 1.32  0.45
H: -1.00 1.30 -0.91  0.52
H: -0.33 -0.48 2.10  0.61
H: 1.00 -0.86 -0.32  0.45
H: -0.24 -1.19 -4.72  0.43
H: -0.71 -2.66 -4.10  0.44
H: -1.92 -1.65 -4.79  0.38
H: 1.54 1.13 3.68  0.46
H: 0.15 0.24 4.04  0.38
H: 0.76 -1.98 -2.48  0.39
H: 1.79 2.13 1.04  0.49
H: -2.65 -0.06 0.14  0.36
H: -0.90 2.32 3.42  0.35

=====

2 unconnected molecules or ions with the total composition C8H13N2S at a distorted geometry, computed with ωB97M-V/def2-TZVPD.

Output
2S+1: 3
Highest occupied orbital energy (alpha / beta) (eV): -9.1 / -12.5
Total charge: +1
E_LUMO (alpha / beta) (eV): -3.502 / -5.717

Last column: Mulliken charge in e.
Element x y z (Å)
C: -2.29 -1.34 -1.35  -0.45
C: -1.42 -1.24 -0.22  -1.05
C: -2.53 -0.20 -2.00  -0.41
C: -1.30 0.08 0.18  0.80
C: 1.90 0.23 -0.50  0.53
C: -0.35 1.93 1.55  -1.23
C: -0.05 -0.41 2.34  -1.16
C: -0.49 0.56 1.29  0.62
N: 1.37 -0.49 -1.50  -0.22
N: 3.05 0.84 -0.77  -0.40
S: -1.98 1.14 -1.10  -0.12
H: -2.83 -2.31 -1.52  0.34
H: -1.05 -2.15 0.31  0.42
H: -2.86 -0.01 -2.96  0.53
H: -0.44 2.82 0.82  0.29
H: 1.26 0.06 0.45  0.18
H: 0.24 1.99 2.40  0.42
H: 0.20 -1.35 1.89  0.31
H: -0.77 -0.55 3.22  0.33
H: 0.86 0.04 2.86  0.37
H: 0.60 -1.13 -1.24  0.18
H: 1.83 -0.61 -2.35  0.22
H: 3.54 1.56 -0.15  0.28
H: 3.50 0.54 -1.67  0.23

=====

C8H13N3O in the gas phase at a distorted geometry, computed with ωB97M-V/def2-TZVPD.

Output
SMILES: CC(C)(C)[C@@H]1COc2nncn21
Highest occupied orbital energy (eV): -8.9
E_LUMO (eV): 0.505

Last column: Mulliken charge in e.
Element x y z (Å)
C: 2.07 -0.90 0.15  -1.80
C: 1.11 0.21 -0.22  1.29
C: 1.44 1.55 0.50  -1.15
C: 0.74 0.32 -1.71  -1.66
C: -0.35 -0.53 0.73  -0.25
C: -0.85 -1.97 0.40  -0.42
O: -2.10 -1.80 -0.23  -0.38
C: -2.47 -0.51 -0.10  0.35
N: -3.49 0.18 -0.52  -0.61
N: -3.26 1.45 -0.10  -0.41
C: -2.12 1.49 0.48  0.02
N: -1.55 0.24 0.58  0.18
H: 2.07 -1.14 1.14  0.44
H: 3.07 -0.50 -0.09  0.48
H: 2.01 -1.80 -0.56  0.36
H: 0.50 2.09 0.51  0.23
H: 1.68 1.18 1.53  0.32
H: 2.28 2.12 -0.13  0.36
H: 0.12 1.30 -1.85  0.27
H: 0.30 -0.61 -2.16  0.28
H: 1.62 0.38 -2.20  0.65
H: -0.08 -0.33 1.81  0.48
H: -0.09 -2.43 -0.32  0.30
H: -1.06 -2.38 1.41  0.30
H: -1.61 2.40 0.96  0.36

=====

A gas-phase ion, C8H13N4 (charge +1) at a distorted geometry, computed with ωB97M-V/def2-TZVPD.

Output
SMILES: CC(C)[C@H]1[NH+]=CNc2[nH]ncc21
Highest occupied orbital energy (eV): -12.7
Total charge: +1
E_LUMO (eV): -3.853

Last column: Mulliken charge in e.
Element x y z (Å)
C: -0.91 0.28 -1.92  -1.44
C: -0.64 -0.90 -1.07  0.57
C: -0.04 -2.05 -1.99  -1.50
C: 0.16 -0.81 0.26  0.19
N: 1.51 -0.37 -0.02  -0.11
C: 2.11 0.67 0.51  -0.29
N: 1.54 1.50 1.32  -0.06
C: 0.30 1.18 1.74  -0.13
N: -0.51 1.80 2.62  0.26
N: -1.69 1.26 2.67  -0.80
C: -1.72 0.32 1.82  -1.10
C: -0.46 0.10 1.24  0.51
H: -0.03 0.69 -2.59  0.29
H: -1.30 1.22 -1.45  0.33
H: -1.73 0.13 -2.78  0.36
H: -1.69 -1.25 -0.84  0.25
H: 0.89 -1.66 -2.54  0.34
H: -0.67 -2.09 -2.85  0.46
H: 0.22 -2.93 -1.36  0.33
H: 0.30 -1.73 0.68  0.66
H: 2.17 -1.10 -0.34  0.37
H: 3.08 0.96 0.22  0.43
H: 2.04 2.29 1.74  0.28
H: -0.27 2.60 3.28  0.24
H: -2.65 -0.11 1.67  0.57

=====

Sequential energy above the lowest of the compared OMol25 structures with the same formula, charge and spin output: 608.0; 139.6; 388.7; 0.0; 352.7; 202.9 kJ/mol
Sequential DFT total energy output: -11472.2017; -28965.0203; -21709.4741; -22311.2696; -15021.3753; -14459.2547 eV
Sequential M output: 137.2; 232.2; 217.2; 169.3; 167.2; 165.2 g mol⁻¹